Formula: C14H13P
Source: OMol25
Level of theory: ωB97M-V/def2-TZVPD

Results
highest occupied orbital energy (spin up / spin down) = -7.22 / -8.54 eV
total energy = -24012.888 eV

Each line ends with the Löwdin charge.
CARTESIAN COORDINATES (ANGSTROEM)
1 C -2.3035 -0.5735 -2.7222  -0.066
2 C -3.1359 -1.2046 -1.7448  -0.064
3 C 3.0103 0.5750 -1.3567  -0.134
4 C -1.0459 -0.1753 -2.4148  -0.021
5 C 1.8389 -0.0775 -1.6419  -0.069
6 C 3.1788 1.4759 -0.3826  -0.047
7 C -2.5524 -1.6428 -0.5391  -0.098
8 C -0.5355 -0.5034 -1.1506  -0.222
9 C 0.7684 -0.0150 -0.7913  -0.270
10 C 2.0936 1.5754 0.5537  -0.278
11 C -1.2576 -1.2137 -0.1589  -0.442
12 C 0.9915 0.8868 0.2610  0.111
13 C 2.1923 2.5097 1.7416  -0.049
14 C -1.7026 -2.8650 2.1606  -0.402
15 P -0.4995 -1.7310 1.3541  0.977
16 H -2.8045 -0.4084 -3.6120  0.078
17 H -4.1553 -1.2304 -2.0315  0.086
18 H 3.8709 0.3042 -2.1043  0.142
19 H -0.4113 0.3634 -3.0005  0.087
20 H 1.8003 -0.6612 -2.6401  0.152
21 H 4.1071 2.0266 -0.2931  0.113
22 H -3.3534 -2.1987 0.0506  0.112
23 H 2.5236 2.0712 2.6362  0.049
24 H 2.8824 3.3376 1.4992  0.085
25 H 1.1284 2.7079 2.0733  0.098
26 H -1.4975 -3.9633 1.8511  0.069
27 H -2.7298 -2.6114 2.0548  -0.011
28 H -1.6379 -2.7054 3.2442  0.014

***

Formula: C14H14AuF4N2S5
Source: OMol25
Level of theory: ωB97M-V/def2-TZVPD

Results
highest occupied orbital energy (spin up / spin down) = -11.16 / -11.38 eV
total energy = -86454.654 eV
multiplicity = 3
net charge = +1

Each line ends with the Löwdin charge.
CARTESIAN COORDINATES (ANGSTROEM)
1 Au -1.0428 -0.8307 -0.2249  0.686
2 C 0.9791 -3.1053 0.5543  -0.094
3 N 0.6936 -1.7248 0.9379  -0.392
4 C 1.9064 -0.9097 0.8353  -0.074
5 C 0.1710 -1.6812 2.3097  -0.193
6 C -0.2990 -0.2709 2.7165  -0.192
7 N -0.5429 0.5236 1.5586  -0.009
8 C -1.0837 1.7344 1.6003  -0.172
9 C -1.1919 2.4442 0.3718  -0.161
10 F -0.6801 1.8558 -0.7259  0.038
11 C -1.8144 3.6699 0.2798  -0.202
12 F -1.9307 4.2534 -0.9105  0.122
13 C -2.3007 4.3075 1.4149  0.124
14 C -2.1288 3.6841 2.6430  -0.199
15 F -2.5427 4.2998 3.7464  0.126
16 C -1.5454 2.4339 2.7501  -0.107
17 F -1.3860 1.8943 3.9663  0.115
18 H 1.7272 -3.5514 1.2189  0.101
19 H 1.3621 -3.1266 -0.4651  0.093
20 H 0.0692 -3.7039 0.6040  0.089
21 H 2.6358 -1.1954 1.5981  0.105
22 H 1.6507 0.1396 0.9625  0.079
23 H 2.3563 -1.0377 -0.1476  0.097
24 H 0.9349 -2.0347 3.0159  0.133
25 H -0.6794 -2.3692 2.3608  0.121
26 H 0.4681 0.2361 3.3187  0.143
27 H -1.1821 -0.3621 3.3604  0.134
28 H -2.7921 5.2643 1.3522  0.150
29 C -2.4201 -0.7416 -4.0052  -0.367
30 S -2.3807 -2.4565 -3.3965  0.881
31 C -3.6451 -2.5160 -2.2035  -0.973
32 C -3.9976 -1.5559 -1.2856  -1.083
33 S -3.1821 -0.0858 -0.9531  0.623
34 S -5.4279 -1.9065 -0.3273  0.950
35 C -5.6213 -3.5548 -0.8597  -1.450
36 S -6.7257 -4.5764 -0.2127  0.688
37 S -4.5284 -4.0205 -2.1398  0.971
38 H -2.0557 -0.7848 -5.0281  0.046
39 H -1.7737 -0.1134 -3.4018  0.004
40 H -3.4456 -0.3883 -3.9874  0.048

***

Formula: C14H14ClNO2Sn
Source: OMol25
Level of theory: ωB97M-V/def2-TZVPD

Results
highest occupied orbital energy (spin up / spin down) = -15.51 / -15.52 eV
total energy = -38663.141 eV
net charge = +2

Each line ends with the Löwdin charge.
CARTESIAN COORDINATES (ANGSTROEM)
1 Cl -3.7812 0.7904 -2.4112  0.259
2 C 0.7078 -2.3099 -2.4785  -0.165
3 C 1.8040 -1.5486 -2.0239  -0.156
4 C 1.6468 -0.2187 -2.4974  -0.131
5 H 2.6198 -1.9223 -1.4293  0.119
6 C 0.4279 -0.1293 -3.2565  -0.427
7 C -0.1333 -1.4511 -3.2542  -0.161
8 H -1.1304 -1.6455 -3.5887  0.119
9 H 0.5418 -3.3461 -2.2520  0.121
10 H 2.3035 0.6147 -2.3422  0.118
11 C -0.2174 1.1057 -3.7691  -0.072
12 Sn -0.4867 -0.5529 -0.9782  1.364
13 C 0.4624 -2.5682 1.1539  0.004
14 C -3.0419 -0.6274 -0.3790  -0.286
15 O 0.3607 -2.9180 2.2511  0.071
16 O -3.9015 -1.0847 0.2600  0.117
17 H 0.0792 2.0430 -3.2858  0.089
18 H -1.3138 1.1457 -3.6985  0.031
19 H 0.0400 1.2686 -4.8208  0.105
20 N 0.5819 1.5518 0.5960  0.133
21 C 0.3444 1.2107 1.9266  -0.285
22 C 1.3991 0.6696 2.6809  0.014
23 C 1.2314 0.4188 4.0466  0.011
24 C -0.0742 0.5540 4.5930  0.036
25 C -1.1932 0.8641 3.7753  0.013
26 C -0.9677 1.1333 2.4201  0.002
27 H 1.5395 1.5588 0.2557  0.129
28 H -0.0773 2.1260 0.0720  0.125
29 H 2.3268 0.4752 2.1435  0.138
30 H 2.1040 0.1753 4.6951  0.150
31 H -0.2173 0.4257 5.6852  0.149
32 H -2.2125 0.9436 4.2163  0.149
33 H -1.7725 1.2475 1.6940  0.117

***

Formula: C14H14F3IN2O2Pb
Source: OMol25
Level of theory: ωB97M-V/def2-TZVPD

Results
highest occupied orbital energy (spin up / spin down) = -15.39 / -15.39 eV
total energy = -43302.245 eV
net charge = +2

Each line ends with the Löwdin charge.
CARTESIAN COORDINATES (ANGSTROEM)
1 C 1.4836 0.6139 5.0251  -0.181
2 C 1.2580 -0.8213 5.0686  -0.190
3 H 2.3774 0.9192 4.5196  0.066
4 H 1.3167 1.1524 5.9274  0.075
5 H 0.8290 0.8922 4.2331  0.035
6 H 1.3546 -1.0582 3.9691  0.064
7 H 1.9421 -1.3836 5.6919  0.068
8 H 0.3110 -1.3442 5.3422  0.083
9 C 0.4013 2.5620 -1.5598  -0.113
10 C 0.7154 3.3333 -2.6540  0.006
11 C 0.5922 2.7159 -3.8953  0.008
12 C 0.4410 1.3370 -4.0309  0.057
13 H 0.4861 2.8260 -0.5181  0.114
14 H 0.8703 4.3901 -2.4604  0.137
15 H 0.7773 3.4100 -4.7073  0.136
16 H 0.4502 0.9930 -5.0699  0.137
17 N 0.1607 1.2559 -1.6861  -0.092
18 C 0.1351 0.6012 -2.8635  -0.206
19 C 0.0364 -0.8338 -2.8395  -0.212
20 N -0.0009 -1.4333 -1.6372  -0.081
21 C -0.0105 -2.7551 -1.5007  -0.104
22 C -0.0726 -3.0095 -3.8419  0.009
23 C 0.0045 -3.5950 -2.5887  0.008
24 H 0.1073 -3.0275 -0.4640  0.119
25 H -0.0421 -4.6496 -2.3857  0.132
26 C 0.0377 -1.6408 -3.9872  0.049
27 H 0.0281 -1.3124 -5.0194  0.133
28 H -0.1209 -3.7299 -4.6445  0.137
29 Pb 0.6450 -0.0767 0.1625  1.265
30 I 3.8811 -0.2521 -0.1336  0.380
31 F -4.2247 0.9251 3.6890  0.197
32 C -2.9888 0.8664 3.1895  -0.419
33 F -2.4946 2.1416 3.0269  0.158
34 F -2.1925 0.1767 4.1441  0.124
35 C -2.9005 0.1389 1.8162  -0.394
36 O -3.8984 -0.3559 1.2667  0.408
37 O -1.6954 0.0280 1.4160  -0.115

***

Formula: C14H14F6N6O5PdS4
Source: OMol25
Level of theory: ωB97M-V/def2-TZVPD

Results
highest occupied orbital energy = -0.96 eV
total energy = -97047.192 eV
net charge = -2

Each line ends with the Löwdin charge.
CARTESIAN COORDINATES (ANGSTROEM)
1 Pd 0.2235 0.4803 1.0660  0.386
2 C 5.2602 -0.9425 0.8645  -0.128
3 N 4.2898 -0.8223 -0.1862  -0.173
4 C 4.4912 -1.3536 -1.4441  -0.116
5 C 3.3268 -1.5209 -2.0700  -0.103
6 N 2.2858 -1.1533 -1.2045  -0.020
7 C 2.8505 -0.7498 0.1111  -0.908
8 S 2.3142 -1.6888 1.5231  0.462
9 C 0.9722 -1.0943 -1.6171  -0.291
10 C 0.6961 -0.9732 -2.9950  -0.026
11 C -0.6119 -1.0022 -3.4191  -0.094
12 C -1.6384 -1.1366 -2.4907  -0.089
13 C -1.2755 -1.1804 -1.1588  -0.164
14 N -0.0182 -1.1645 -0.7206  0.085
15 H 5.7923 -1.8999 0.8118  0.072
16 H 4.7293 -0.9188 1.8166  0.025
17 H 5.9932 -0.1284 0.8328  0.069
18 H 5.4811 -1.5702 -1.8081  0.102
19 H 3.1410 -1.9054 -3.0533  0.093
20 H 1.4958 -0.7841 -3.6941  0.094
21 H -0.8341 -0.8825 -4.4743  0.095
22 H -2.6808 -1.1414 -2.7757  0.090
23 H -2.0343 -1.2038 -0.3839  0.088
24 F -3.0165 3.4604 -1.4976  0.087
25 C -1.8421 3.7928 -0.9229  -0.633
26 F -2.0579 4.8680 -0.1488  0.096
27 F -1.0346 4.2091 -1.9227  0.087
28 S -1.0246 2.3387 0.0071  0.526
29 O -0.4160 3.1094 1.0703  -0.330
30 O -0.3113 1.8026 -1.1429  -0.365
31 N -2.3186 1.4232 0.3342  -0.316
32 S -3.4556 1.8031 1.3409  0.561
33 O -3.4639 0.9999 2.5362  -0.296
34 O -3.7755 3.2000 1.4665  -0.287
35 C -4.8691 1.0703 0.3966  -0.659
36 F -4.7011 -0.2461 0.1919  0.105
37 F -5.0652 1.6447 -0.7962  0.114
38 F -6.0117 1.2185 1.1027  0.095
39 C -0.8308 -2.5864 2.8237  -0.139
40 C -1.5239 -1.2367 2.9535  -0.264
41 C -0.5814 -0.0987 3.0489  -0.403
42 N 0.0085 0.7648 3.5688  0.127
43 H -1.5796 -3.3805 2.8853  0.061
44 H -0.0986 -2.7352 3.6177  0.067
45 H -0.2971 -2.6578 1.8771  0.012
46 H -2.1560 -1.1874 3.8452  0.106
47 H -2.1789 -1.0520 2.0987  0.073
48 O 3.0962 1.6259 -2.0038  -0.517
49 S 2.6987 1.8622 -0.6173  0.876
50 N 2.5564 0.7238 0.3563  -0.332

***

Formula: C14H14FN3O3S
Source: OMol25
Level of theory: ωB97M-V/def2-TZVPD

Results
highest occupied orbital energy = -8.38 eV
SMILES string = Cc1cccc(NC(=O)NNS(=O)(=O)c2ccc(F)cc2)c1
total energy = -38910.523 eV

Each line ends with the Löwdin charge.
CARTESIAN COORDINATES (ANGSTROEM)
1 C 4.9973 2.7248 0.0414  -0.050
2 C 4.4665 1.3305 0.1849  -0.274
3 C 3.2513 0.9782 -0.3836  0.025
4 C 2.7541 -0.3118 -0.2398  -0.209
5 C 3.4800 -1.2570 0.4785  -0.030
6 C 4.6916 -0.9063 1.0430  -0.082
7 C 5.1853 0.3779 0.8978  -0.063
8 H 6.1336 0.6454 1.3406  0.109
9 H 5.2542 -1.6407 1.6001  0.103
10 H 3.0862 -2.2555 0.5978  0.111
11 N 1.5408 -0.7196 -0.8064  0.145
12 C 0.5911 0.0414 -1.3884  -0.549
13 O 0.6144 1.2346 -1.5996  0.071
14 N -0.5181 -0.6949 -1.8294  0.014
15 N -0.8097 -1.9271 -1.2541  -0.126
16 H -1.3656 -2.5173 -1.8587  0.119
17 S -1.4287 -1.8851 0.3450  0.677
18 O -0.3013 -1.8091 1.2198  -0.278
19 O -2.3179 -3.0016 0.4435  -0.286
20 C -2.3246 -0.3369 0.4019  -0.294
21 C -3.6244 -0.3066 -0.0674  -0.051
22 C -4.3111 0.8949 -0.0774  0.014
23 C -3.6596 2.0318 0.3778  -0.258
24 C -2.3567 2.0057 0.8508  0.028
25 C -1.6824 0.7973 0.8623  -0.045
26 H -0.6709 0.7195 1.2271  0.122
27 H -1.8898 2.9145 1.1936  0.128
28 F -4.3205 3.1987 0.3631  0.079
29 H -5.3282 0.9633 -0.4287  0.124
30 H -4.0849 -1.2236 -0.3999  0.119
31 H -1.3062 -0.0878 -2.0487  0.144
32 H 1.2817 -1.6816 -0.6263  0.119
33 H 2.6815 1.7045 -0.9392  0.103
34 H 4.3943 3.2991 -0.6565  0.075
35 H 6.0267 2.7077 -0.3125  0.080
36 H 4.9864 3.2315 1.0063  0.083

***

Q: total energy of number 3 (C14H14ClNO2Sn)?
A: -38663.141 eV

***

What did the fourth record say?
Formula: C14H14F3IN2O2Pb
Source: OMol25
Level of theory: ωB97M-V/def2-TZVPD

Results
highest occupied orbital energy (spin up / spin down) = -15.39 / -15.39 eV
total energy = -43302.245 eV
net charge = +2

Each line ends with the Löwdin charge.
CARTESIAN COORDINATES (ANGSTROEM)
1 C 1.4836 0.6139 5.0251  -0.181
2 C 1.2580 -0.8213 5.0686  -0.190
3 H 2.3774 0.9192 4.5196  0.066
4 H 1.3167 1.1524 5.9274  0.075
5 H 0.8290 0.8922 4.2331  0.035
6 H 1.3546 -1.0582 3.9691  0.064
7 H 1.9421 -1.3836 5.6919  0.068
8 H 0.3110 -1.3442 5.3422  0.083
9 C 0.4013 2.5620 -1.5598  -0.113
10 C 0.7154 3.3333 -2.6540  0.006
11 C 0.5922 2.7159 -3.8953  0.008
12 C 0.4410 1.3370 -4.0309  0.057
13 H 0.4861 2.8260 -0.5181  0.114
14 H 0.8703 4.3901 -2.4604  0.137
15 H 0.7773 3.4100 -4.7073  0.136
16 H 0.4502 0.9930 -5.0699  0.137
17 N 0.1607 1.2559 -1.6861  -0.092
18 C 0.1351 0.6012 -2.8635  -0.206
19 C 0.0364 -0.8338 -2.8395  -0.212
20 N -0.0009 -1.4333 -1.6372  -0.081
21 C -0.0105 -2.7551 -1.5007  -0.104
22 C -0.0726 -3.0095 -3.8419  0.009
23 C 0.0045 -3.5950 -2.5887  0.008
24 H 0.1073 -3.0275 -0.4640  0.119
25 H -0.0421 -4.6496 -2.3857  0.132
26 C 0.0377 -1.6408 -3.9872  0.049
27 H 0.0281 -1.3124 -5.0194  0.133
28 H -0.1209 -3.7299 -4.6445  0.137
29 Pb 0.6450 -0.0767 0.1625  1.265
30 I 3.8811 -0.2521 -0.1336  0.380
31 F -4.2247 0.9251 3.6890  0.197
32 C -2.9888 0.8664 3.1895  -0.419
33 F -2.4946 2.1416 3.0269  0.158
34 F -2.1925 0.1767 4.1441  0.124
35 C -2.9005 0.1389 1.8162  -0.394
36 O -3.8984 -0.3559 1.2667  0.408
37 O -1.6954 0.0280 1.4160  -0.115